(1)
DFT (wB97M-V/def2-TZVPD) results for a 3-piece molecular cluster, C22H38F9N3O12PS overall in a non-equilibrium geometry.

The geometry in XYZ format:
```
86
Properties=species:S:1:pos:R:3:forces:R:3
C -3.3205 4.5425 -4.8309 -0.1564 -0.5241 -0.0487
C -2.6396 3.4290 -5.8285 -0.4631 1.0718 -0.0579
O -1.1841 3.7153 -5.8624 -0.7935 -1.2343 2.3448
C -0.5817 3.3692 -4.5647 0.9074 -0.0160 0.9795
C 0.0890 4.6835 -3.7822 0.1918 -0.7297 -2.5761
O 0.9817 4.1258 -2.7535 -2.1498 1.5748 2.3484
C 0.6280 4.5798 -1.3997 2.8940 1.2331 -0.8200
N -0.3488 3.6937 -0.6589 -4.8546 -0.0216 1.5617
C -0.2299 2.2912 -0.0968 -7.0392 2.0550 1.3468
S 1.2737 1.1772 -0.1790 7.6080 5.3858 1.3407
O 2.0082 1.3099 1.1892 -4.0150 -1.5525 -4.4333
O 2.2261 1.7816 -1.2675 -4.6732 -2.7184 3.1652
C 0.9273 -0.5887 -0.7014 -3.7463 -3.2295 -2.1017
F 0.0880 -0.4939 -1.9543 2.5018 -0.0642 4.0682
F 0.1254 -1.3804 0.2601 2.7781 2.8987 -2.8691
C 2.2810 -1.4349 -1.1554 -0.3694 -1.8459 -1.9596
F 2.6415 -1.0700 -2.5461 -1.0233 -1.0435 5.0981
F 1.8646 -2.8864 -1.2040 1.3208 4.8015 0.3181
C 3.5134 -1.3527 -0.0771 2.0683 0.7099 1.6560
F 3.0090 -1.5450 1.3339 1.3321 0.9589 -4.8998
F 4.3033 -0.0682 -0.1650 -3.3374 -4.2581 0.2476
C 4.6514 -2.5544 -0.3124 2.8439 -0.4740 0.6554
F 4.3797 -3.6998 0.5892 0.9458 3.9146 -3.7709
F 4.8322 -2.9145 -1.7376 -0.9704 0.9830 5.2691
F 5.9619 -1.9470 0.1308 -4.5309 -2.4532 -1.5248
C -1.7118 2.0908 0.5954 2.9331 0.1192 -0.8806
C -2.2419 0.7606 1.3937 -1.0417 0.4331 -0.2794
C -3.3167 -0.0708 0.4311 1.1486 -6.7218 -1.8642
O -3.0741 -1.3554 0.0626 -1.1996 8.5869 2.6530
N -2.5802 3.3177 0.4263 5.7920 -0.7480 -2.0102
P -4.2259 3.7228 0.9800 -6.4312 4.3808 -0.8802
O -5.0893 4.5208 -0.0766 4.2678 -3.5344 3.8393
O -4.0259 4.7829 2.3886 0.9812 -4.3863 -1.6507
O -5.1779 2.3702 1.5244 3.2490 2.6518 0.6418
C -1.7204 4.2865 -0.3551 0.5792 -1.3604 -0.0435
N -2.3024 5.6448 -0.7152 2.7500 -2.7532 1.3873
H -4.4934 4.5525 -4.9893 2.5013 0.1390 0.4151
H -3.0969 4.2981 -3.6918 -0.5353 0.4399 -2.3116
H -2.8322 5.5818 -5.0812 -1.1584 -2.0201 0.3821
H -2.8457 2.3135 -5.5215 0.3890 2.1953 -0.4987
H -3.0433 3.6196 -6.9172 0.9684 -0.4684 2.1948
H -1.3211 2.8877 -3.7920 1.0633 0.7688 -1.6617
H 0.3048 2.5901 -4.7060 -1.8302 1.7600 0.1276
H -0.7120 5.4387 -3.3835 1.5122 -1.4347 -0.6530
H 0.7875 5.1955 -4.6004 -1.6009 -0.8013 1.9567
H 1.6319 4.6224 -0.7561 -2.2316 -0.5047 -1.4821
H 0.2549 5.7118 -1.4446 0.3276 -2.7426 0.3110
H -1.4015 0.0303 1.7539 -1.4222 1.6048 -1.0567
H -2.8485 1.1013 2.3621 1.3327 -0.6090 -2.1431
H -4.3431 0.3749 0.0638 2.1276 -0.4408 0.8878
H -3.6089 4.2184 3.1261 -0.6814 1.3899 -1.1820
H -5.2382 2.4568 2.5251 -0.1053 -0.2735 -1.4838
H -2.0520 6.2620 0.1041 -0.5566 -0.5269 -1.1929
H -1.8966 6.0254 -1.6045 -0.3870 -0.6223 1.1720
C -0.4908 -5.0873 -0.2714 -0.0892 -0.2089 0.0534
O -0.9714 -6.4291 -0.2859 0.0002 0.3534 -0.4030
C -1.9395 -6.6536 -1.3130 0.3856 -0.2537 -0.0545
C -1.3053 -7.2582 -2.5724 -0.0561 0.4855 -0.0075
O -0.3567 -6.3691 -3.1710 -0.0213 -0.2485 0.4763
C 0.9824 -6.6492 -2.7731 -0.0266 0.0568 -0.1309
H 0.4617 -5.0691 0.2620 -0.0924 -0.0947 0.0337
H -0.3306 -4.6904 -1.2794 -0.0534 -0.1109 0.0623
H -1.2080 -4.4524 0.2562 0.0020 0.1470 -0.0034
H -2.4739 -5.7226 -1.5495 0.1467 -0.1130 -0.0458
H -2.6679 -7.3634 -0.9167 -0.0304 -0.0370 0.0151
H -2.0930 -7.4327 -3.3124 0.0290 0.0179 0.0485
H -0.8365 -8.2252 -2.3505 -0.0388 0.1367 0.0827
H 1.3800 -7.4718 -3.3751 0.0759 -0.0149 0.0582
H 1.0595 -6.9081 -1.7123 -0.0959 0.0167 -0.1037
H 1.5860 -5.7553 -2.9540 -0.1259 -0.0877 -0.0712
C 2.0199 -2.0853 7.1235 0.0870 -0.1003 -0.0447
O 3.0209 -2.2253 6.1185 -0.3926 0.4056 -0.2047
C 2.5889 -1.7446 4.8438 0.4430 0.1871 0.3050
C 3.0575 -0.3063 4.5879 -0.4591 -0.0639 0.1769
O 2.4869 0.6146 5.5233 0.2853 -0.3749 -0.0440
C 3.3537 0.8874 6.6207 -0.0696 0.1112 0.0410
H 2.5058 -2.1245 8.1005 0.0235 -0.0740 -0.1425
H 1.4786 -1.1367 7.0441 0.1068 -0.0810 -0.0547
H 1.3099 -2.9132 7.0441 -0.0870 0.0139 0.0794
H 1.4966 -1.8252 4.7511 0.1159 0.1044 0.0495
H 3.0354 -2.3941 4.0887 0.0332 -0.0386 -0.0537
H 2.7227 -0.0005 3.5915 0.0135 -0.0092 0.0199
H 4.1527 -0.2409 4.6060 -0.1141 -0.1001 0.0621
H 4.0878 1.6446 6.3296 0.0636 -0.0174 0.0633
H 3.8777 -0.0065 6.9737 -0.0976 0.0622 -0.1171
H 2.7491 1.2794 7.4435 0.0277 -0.0129 -0.1775
```
Forces are in eV/Å.

Output
energy = -97026.1636 eV
lowest unoccupied orbital energy = -5.19 eV
energy relative to the best compared isomer or geometry (same formula, charge and spin) = 389.3 kcal/mol
HOMO level = -10.6 eV
molecular weight = 770.578 g mol⁻¹
net charge = +1

Population analysis type Mulliken, resulting atomic charges in e: -0.478, -0.313, -0.388, -0.251, -0.041, -0.218, -0.870, 0.344, -0.366, 1.332, -0.451, -0.583, 0.492, -0.250, -0.231, 0.580, -0.227, -0.231, 0.593, -0.188, -0.246, 0.544, -0.191, -0.206, -0.241, 0.128, -0.469, 0.135, -0.409, 0.390, 0.629, -0.550, -0.507, -0.456, -0.097, -0.339, 0.356, -0.074, 0.197, 0.262, 0.296, 0.165, 0.268, -0.027, 0.258, 0.323, 0.434, 0.218, 0.356, 0.272, 0.353, 0.338, 0.339, 0.305, -0.791, -0.437, -0.419, -0.449, -0.394, -0.673, 0.285, 0.343, 0.377, 0.248, 0.399, 0.371, 0.300, 0.336, 0.326, 0.179, -0.754, -0.408, -0.380, 0.071, -0.381, -0.786, 0.259, 0.319, 0.329, 0.326, 0.266, -0.102, 0.308, 0.319, 0.342, 0.264

---

(2)
DFT (wB97M-V/def2-TZVPD) results for a 2-piece molecular cluster, C2H4NP overall in a non-equilibrium geometry.

The geometry in XYZ format:
```
8
Properties=species:S:1:pos:R:3:forces:R:3
C -0.0106 -0.7070 -0.5753 -0.8636 0.8855 0.3785
C 0.7458 -1.3088 0.3492 -0.3713 -1.0232 -1.6317
N -0.6516 -0.1061 -1.4292 4.6064 -1.4348 0.8112
P -0.9930 2.6505 0.5905 1.2894 -0.1467 0.7575
H 1.2080 -0.7736 1.1994 -0.3617 -0.5238 -0.8442
H 0.9329 -2.4037 0.0666 -0.1093 1.7054 0.9983
H -1.5480 0.2080 -1.5132 -2.8878 0.3480 0.2662
H 0.3165 2.4408 1.3120 -1.3022 0.1895 -0.7358
```
Forces are in eV/Å.

Output
energy = -12912.7425 eV
lowest unoccupied orbital energy (alpha / beta) = -1.54 / -1.52 eV
energy relative to the best compared isomer or geometry (same formula, charge and spin) = 87.3 kcal/mol
HOMO level (alpha / beta) = -8.8 / -8.8 eV
molecular weight = 73.035 g mol⁻¹
net charge = 0

Population analysis type natural (NBO), resulting atomic charges in e: 0.465, -0.711, -0.659, 0.091, 0.257, 0.253, 0.398, -0.093

---

(3)
DFT (wB97M-V/def2-TZVPD) results for a 15-piece molecular cluster, C45H75N5O35 overall in a non-equilibrium geometry.

The geometry in XYZ format:
```
160
Properties=species:S:1:pos:R:3:forces:R:3
C 21.0727 17.3616 12.9734 -0.1777 0.5554 -0.2149
C 21.7330 16.2690 12.1176 0.0861 1.8489 -1.0908
O 20.6133 15.7461 11.3981 0.3762 -0.6909 -0.1751
C 19.5448 16.5197 11.5484 -2.3204 0.4173 0.0913
O 18.4687 16.3108 11.0484 0.8113 -0.2041 -0.0860
O 19.7427 17.5552 12.3800 1.5246 -0.8792 0.2004
H 21.5297 18.3568 12.9630 0.2306 -0.4772 -0.0444
H 20.9939 16.9884 13.9730 -0.4222 0.0187 0.7396
H 22.2204 15.4920 12.6713 0.0703 -0.3359 0.3688
H 22.4210 16.7276 11.3748 -0.2557 -0.4892 0.4148
C 19.5561 12.8694 17.3902 1.8284 2.2735 -0.8916
C 19.1482 12.6413 15.9251 0.8847 -1.3263 0.9026
O 19.9355 13.5464 15.1361 -0.7735 0.1137 1.2181
C 20.7808 14.2316 15.9909 -0.8717 -0.9583 -0.7838
O 21.5103 15.0525 15.5696 1.1847 1.3673 -0.5758
O 20.7262 13.7936 17.2235 -0.6866 -0.7262 0.3558
H 19.9888 12.0631 17.9321 -0.2782 -0.9149 0.2299
H 18.9057 13.4924 17.9654 -0.8764 -0.1216 0.3135
H 18.0677 12.7016 15.8555 -0.0510 0.4471 -0.6429
H 19.4930 11.6305 15.6810 -0.4097 0.0393 -0.3183
C 13.2315 10.3277 10.7637 -1.4486 0.2476 0.8142
C 12.0628 9.4106 10.6452 -0.7082 -0.9881 -2.0930
O 11.3254 9.5695 11.8367 -1.6004 -0.1710 -0.2880
C 12.0185 10.2440 12.7019 1.7679 0.2939 0.7186
O 11.7100 10.5120 13.8370 0.0162 -0.1088 -0.5364
O 13.2505 10.5253 12.1968 0.3050 -0.1085 0.2995
H 12.8787 11.2505 10.3897 0.2540 1.2571 -0.7117
H 14.1311 9.9849 10.3057 0.8649 -0.2222 0.3003
H 12.3171 8.3804 10.5429 0.4367 -0.9311 0.3123
H 11.4457 9.5982 9.7401 0.1112 0.3581 0.8171
C 12.7193 15.4824 12.4488 -1.1091 1.0202 1.0915
C 11.4262 15.4051 13.2854 -0.5809 0.9447 -0.3920
O 10.7367 14.3413 12.6037 -1.1303 0.4466 0.8943
C 11.5662 13.7012 11.8306 -1.6641 -3.1125 -1.9281
O 11.2692 12.7224 11.1546 0.0116 0.8394 0.9766
O 12.7496 14.1980 11.8129 2.8178 1.4422 0.2401
H 13.5123 15.6854 13.1626 0.6076 -0.2987 -0.5714
H 12.5808 16.2688 11.6887 0.5186 -0.3975 0.1971
H 10.8268 16.3361 13.1833 0.3931 -0.7538 0.0351
H 11.5163 15.1998 14.3583 0.2540 -0.2922 -0.4360
C 13.0473 9.0213 16.9400 0.2602 -0.7248 -0.2464
C 12.6758 7.5473 17.1635 -1.7187 1.5547 0.1260
O 11.2704 7.6807 17.6226 1.2120 1.1842 0.1134
C 11.1323 8.9481 18.0922 -2.2037 1.0538 1.6538
O 10.1889 9.3031 18.8005 2.4232 -0.6695 -1.8662
O 12.1574 9.8072 17.7081 -1.6963 -1.7285 0.6259
H 13.0002 9.3105 15.8969 -0.1548 0.0109 -0.2133
H 14.0181 9.1657 17.3116 1.4103 0.5161 0.2945
H 13.2247 7.0512 17.9480 0.2544 -0.1669 0.0526
H 12.6821 7.0702 16.2167 0.0235 -0.8924 -0.3758
C 17.1394 8.8219 13.6010 0.1562 -0.8530 1.2645
C 16.9251 9.4325 15.0383 0.5386 1.5320 -1.9775
O 15.7460 8.8152 15.4773 -0.6118 -0.1291 0.4943
C 15.3457 7.8498 14.6292 1.2790 0.0998 -0.9133
O 14.4255 7.1252 14.8083 -0.5842 -0.2217 0.1323
O 16.1661 7.7955 13.5504 -1.5659 -0.8234 0.9136
H 18.0694 8.2478 13.5431 0.2483 0.8735 -0.3850
H 16.8664 9.4117 12.7464 0.7412 0.8660 -0.2246
H 16.8028 10.5390 14.9654 -0.2587 -0.8062 0.2201
H 17.7463 9.2789 15.7143 0.2055 -0.4595 0.3734
C 16.4851 13.5934 9.6932 0.2680 1.0863 -0.3594
C 15.1417 13.3313 9.0031 0.7316 -0.3663 0.2977
O 15.5132 12.3684 8.0074 -0.1370 0.3267 0.2938
C 16.8256 12.5394 7.7513 0.0250 -0.5329 -1.7991
O 17.3516 12.1261 6.7641 0.1970 -0.3348 -0.0222
O 17.4388 13.2861 8.6485 -0.3130 0.3641 1.2412
H 16.7453 13.0741 10.5851 -0.1742 -1.3352 0.4861
H 16.6697 14.6102 9.9993 -0.2279 0.6647 -0.3404
H 14.7491 14.2211 8.5266 -0.0019 0.2225 -0.1982
H 14.3742 12.8963 9.6133 -0.2315 -0.1487 0.4827
C 8.6742 12.1743 13.8025 0.0055 -0.3557 1.0652
C 8.6662 10.8232 14.6048 1.2966 0.9273 -0.5121
O 8.5725 11.3199 15.9738 -0.1540 -1.2552 -0.8080
C 8.6395 12.6354 15.9996 -0.3703 1.6172 0.9580
O 8.3978 13.3001 16.9745 0.4189 -0.3063 -0.0765
O 8.9655 13.2053 14.8244 -0.3230 -1.6696 -1.0502
H 7.6814 12.3783 13.4106 0.0183 0.1639 -0.1410
H 9.4219 12.1989 13.0329 0.2804 0.1555 -0.2800
H 9.6259 10.2390 14.4441 -1.2810 0.7723 0.5019
H 7.7913 10.2323 14.3312 0.0808 0.0003 0.4156
C 18.5147 8.9054 7.7295 -0.2573 -0.3384 0.3016
C 18.9898 7.8920 8.7712 -0.0465 0.2632 0.5258
O 18.3681 8.3276 10.0315 -0.2600 0.2931 -1.2419
C 17.3693 9.1894 9.6881 0.2026 -0.1408 1.6450
O 16.5535 9.6281 10.4734 0.6032 -0.3178 -0.4151
O 17.3844 9.4912 8.4198 -0.0367 0.3446 -1.5130
H 18.1612 8.3844 6.8260 0.0181 0.4970 0.2962
H 19.2611 9.6791 7.4986 -0.5012 -0.2046 0.2001
H 20.0756 7.9344 8.8474 -0.1498 -0.2542 0.3634
H 18.6051 6.8863 8.5796 0.2971 0.0976 -0.0208
C 10.1654 13.3758 21.1061 0.4780 -0.2120 -0.8543
C 10.3228 12.8480 19.7003 -1.7878 0.5788 -2.1609
O 11.6438 13.1716 19.2749 0.2719 -0.2990 1.0151
C 12.3010 13.7177 20.3063 1.2572 -0.2874 -0.1685
O 13.4866 13.9727 20.2145 -1.6519 0.1867 0.8311
O 11.4865 13.8857 21.4042 0.4651 -0.0436 -0.6517
H 9.8799 12.5311 21.6979 0.2767 -0.1437 1.0890
H 9.3806 14.1215 21.1482 0.3063 0.4787 0.3162
H 9.7045 13.4239 18.9750 -0.0649 -0.7387 0.5781
H 10.0643 11.7800 19.6130 0.6340 0.3449 -0.1686
C 17.2879 15.8539 14.6959 0.7847 1.3960 0.7630
C 17.3780 15.8570 16.2100 -1.2232 -0.0934 1.0115
O 18.4111 15.8096 16.8735 -0.1505 -0.1449 -0.8451
N 16.1581 16.0750 16.8212 0.9098 -0.3628 -0.3050
C 16.0312 16.1271 18.2641 -0.1528 0.4989 -0.8239
H 17.9654 15.2089 14.2158 0.8803 -1.2781 -0.2829
H 17.7395 16.8307 14.5056 -0.2573 0.2600 -0.4358
H 16.3281 15.8047 14.2184 -0.5850 -0.0391 0.2862
H 15.3792 15.6858 16.3380 -0.6339 0.0320 -0.5623
H 15.0940 15.6807 18.5462 -0.3904 -0.1979 0.2349
H 16.0602 17.1531 18.6026 -0.0485 0.3105 0.2144
H 16.8489 15.6115 18.6938 0.8190 -0.5979 0.6626
C 10.0926 18.4264 15.1747 -0.6560 -0.3808 -1.1062
C 11.1382 17.5695 15.7780 1.0779 -0.7651 0.2198
O 12.2019 17.4459 15.1792 0.0940 -0.3474 0.4885
N 10.8824 16.9612 16.9859 -1.0075 1.1108 -1.4121
C 11.8153 16.1531 17.6854 0.3247 -0.7740 -0.3366
H 9.6270 17.9666 14.2614 0.4881 0.1356 0.9089
H 10.5669 19.3361 14.8259 -0.0197 0.2189 0.1669
H 9.3254 18.6065 15.8843 -0.9308 0.5423 0.4701
H 9.9553 17.0653 17.3614 0.0488 0.0088 -0.0151
H 11.3493 15.6446 18.4913 -0.7737 -0.1460 0.8584
H 12.6035 16.7428 18.0941 0.8948 0.3094 0.1195
H 12.1754 15.3272 17.0812 0.4722 0.2984 -0.3476
C 20.8119 13.0257 8.8167 0.0926 -0.4164 -1.1786
C 20.1670 12.0709 9.7831 0.7906 -1.1817 0.6373
O 19.8934 10.9096 9.4975 -0.3085 0.2206 -0.1721
N 20.0469 12.5363 11.0514 0.6224 1.7032 -1.1885
C 19.4497 11.8682 12.1535 -0.4438 0.2993 1.6898
H 20.9196 12.5067 7.8183 -0.3584 0.7247 1.1150
H 21.8262 13.3179 9.1333 -0.4575 -0.0204 0.1143
H 20.1572 13.9000 8.7514 0.3107 0.0419 -0.2884
H 20.3181 13.5348 11.1583 -0.5156 -1.2124 0.1656
H 18.6985 11.1069 11.9409 0.6933 -0.4348 -0.6637
H 18.8194 12.6079 12.6302 -0.0671 0.4427 0.5351
H 20.1870 11.5643 12.9403 -0.5406 -0.1551 -0.8123
C 12.5101 12.8115 15.7327 -1.8005 0.6513 1.3423
C 13.7343 13.2005 15.0190 0.8762 -3.6326 0.0272
O 14.3259 14.2168 15.2468 0.7909 2.2948 -0.5569
N 14.2578 12.1549 14.2712 0.7782 1.3818 -0.3154
C 15.3446 12.4102 13.2720 -1.8209 -0.1199 -0.3024
H 12.3718 13.4540 16.6371 -0.0433 -0.2362 -1.0272
H 12.4919 11.8157 16.1670 0.2729 -0.3099 -0.4460
H 11.6572 12.8855 15.0386 0.0337 0.0181 0.4412
H 13.6702 11.3325 14.2118 0.1918 0.2207 -0.3011
H 16.3576 12.1324 13.5835 -0.2896 -0.1057 0.1097
H 15.3059 13.4932 13.0985 0.3111 -0.2365 -0.0658
H 15.0351 11.8899 12.3223 0.6908 0.4835 0.9942
C 15.4535 12.4174 17.3248 -1.6407 2.9259 0.5681
C 16.4736 12.0779 18.3081 0.7487 -1.7916 0.1958
O 17.2080 11.1090 18.0484 0.2086 0.5161 0.2604
N 16.5854 12.7512 19.4658 -0.2927 0.4283 0.1169
C 17.5804 12.2700 20.4314 -0.8348 1.0307 0.5938
H 14.6453 13.0777 17.7501 0.3924 -0.9845 -0.0549
H 15.0471 11.5746 16.8199 -0.1541 -0.6989 -0.2464
H 15.8390 13.1341 16.6100 0.5618 -0.1714 -0.4752
H 15.8959 13.4767 19.7050 0.5384 -0.7411 -0.1194
H 17.6633 13.0368 21.2357 0.0747 -0.5268 -0.6087
H 18.5243 12.1858 19.8907 -0.0743 -0.4020 0.4693
H 17.2168 11.3372 20.9036 0.5859 0.2609 -0.4212
```
Forces are in eV/Å.

Output
energy = -126997.4623 eV
lowest unoccupied orbital energy = 0.46 eV
HOMO level = -9.4 eV
molecular weight = 1246.095 g mol⁻¹
net charge = 0

Atomic partial charges in e from the Mulliken method, atoms 1 to 99: -0.251, -0.306, -0.249, 0.687, -0.576, -0.364, 0.325, 0.150, 0.331, 0.233, -0.194, 0.908, -0.228, 0.480, -0.577, -0.456, 0.323, 0.022, -0.786, 0.445, -0.034, -0.857, -0.432, -0.190, -0.341, 0.922, 0.073, 0.120, 0.365, 0.334, -0.093, 0.773, -0.357, 0.508, -0.735, -0.160, -0.150, 0.502, 0.059, -0.507, 0.572, -0.390, -0.385, 0.407, -0.612, -0.074, -0.433, 0.231, 0.262, 0.375, -0.029, 1.007, -0.232, 0.533, -0.569, -0.395, 0.297, -0.125, -0.891, 0.442, 0.150, 0.642, -0.369, 0.566, -0.620, -0.243, -0.170, 0.405, 0.261, -0.589, 0.091, 0.080, -0.329, 0.690, -0.652, -0.287, 0.441, -0.276, -0.057, 0.361, -0.311, -0.386, -0.351, 0.414, -0.173, -0.329, 0.391, 0.142, 0.287, 0.327, -0.458, 0.059, 0.267, 0.261, -0.533, -0.429, 0.350, 0.284, 0.105